Here is a cluster of 2 separate species, C6H12IN3O4 in total in a non-equilibrium geometry from the Open Molecules 2025 dataset. Energies are from ωB97M-V with the def2-TZVPD basis set.

The geometry in XYZ format:
```
26
Properties=species:S:1:pos:R:3
C 0.68235 -0.42597 -0.19160
C -1.67266 -0.84056 1.26659
C -0.38891 0.62157 -0.14723
C -0.37208 -1.36685 1.87857
C -0.29024 1.97249 -0.72940
C 0.05709 -0.47647 3.05705
N 0.40220 0.22704 -3.52691
N -0.52602 -2.68129 2.27323
N 0.73048 2.17564 -1.72572
O 1.45161 -0.48114 -1.11978
O -2.75220 -1.28546 1.36293
O -1.48974 0.35300 0.50613
O 0.69129 -1.27919 0.80204
I 2.13793 -0.82208 3.60711
H -0.18183 2.65142 0.14530
H -1.27251 2.26220 -1.13501
H -0.55284 -0.73481 3.92408
H -0.03996 0.58601 2.84491
H 0.93381 -0.50233 -3.02537
H -0.55824 -0.07679 -3.69851
H 0.25280 -3.10092 2.76065
H -0.99652 -3.32469 1.65311
H 0.85427 0.37354 -4.43514
H 0.47668 1.12093 -2.92276
H 1.65990 1.90398 -1.41026
H 0.76337 3.15074 -2.01398
```

Calculated values
Electronic energy (a.u.): -998.08621
Total charge: +2
Spin multiplicity: 1
E_LUMO (eV): -10.77
Frontier orbital gap (eV): 4.855